1.
# C5H12N2

An isolated molecule of C5H12N2 at a distorted geometry (the ωB97M-V functional and the def2-TZVPD basis, the OMol25 dataset).

The geometry in XYZ format:
```
19
Properties=species:S:1:pos:R:3
C 0.21272 1.29094 -2.20621
H -1.84215 0.72265 0.51790
H 0.83513 2.05913 -2.65842
C 0.81892 -2.13513 1.11271
H 1.30839 -3.06067 0.82170
H -0.18346 0.12329 1.72681
C -1.06094 0.47474 -0.20028
N 0.34307 -2.16359 2.43497
H 0.88711 0.45906 -1.98123
H 0.91633 0.87399 0.60431
H 0.58068 -3.03135 2.89118
C 0.14827 0.10721 0.68246
H -1.34048 -0.27935 -0.92726
C -0.74488 1.70144 -1.08411
H -0.17187 2.52013 -0.62757
H -1.66366 2.12026 -1.48362
H 0.60349 -1.48500 3.12035
H -0.35928 0.88049 -3.05738
N 0.71262 -1.17825 0.31367
```

Calculated values
Max |F| (eV/Å): 2.000
Net charge: 0
E_LUMO (eV): 0.98
Energy (eV): -8359.0100
Gap between HOMO and LUMO (eV): 10.211
SMILES: CCCC/N=C\N

2.
# C5H12N2

A structure of composition C5H12N2 at a distorted geometry (the ωB97M-V functional and the def2-TZVPD basis, the OMol25 dataset).

The geometry in XYZ format:
```
19
Properties=species:S:1:pos:R:3
C -0.77755 -0.71536 1.39945
H 1.95028 -2.46421 -0.88053
H -1.59463 2.10209 0.16477
H -2.06748 0.28294 -1.91444
C 1.09180 -0.59410 -0.89449
H 2.14899 -1.58263 0.57716
N 0.53855 -0.59536 -2.03779
H -1.61194 -0.76899 2.07924
H -1.95401 1.56981 1.81504
C 0.84072 0.57960 0.01233
H 0.76632 1.47254 -0.60985
N 1.88403 -1.58646 -0.39135
H -0.46708 2.45269 1.47165
C -0.45794 0.42006 0.78477
C -1.16193 1.70935 1.08419
H 1.67618 0.70147 0.70651
H -1.28855 0.07346 -2.05107
H 0.69649 -1.43264 -2.59449
H -0.21226 -1.62424 1.27887
```

Calculated values
Max |F| (eV/Å): 2.091
Net charge: 0
E_LUMO (eV): 0.88
Energy (eV): -8358.2967
Gap between HOMO and LUMO (eV): 10.028

3.
# C5H12N2

An isolated molecule of C5H12N2 at a distorted geometry (the ωB97M-V functional and the def2-TZVPD basis, the OMol25 dataset).

The geometry in XYZ format:
```
19
Properties=species:S:1:pos:R:3
N -0.38013 3.03651 0.17658
H 0.50527 -2.63466 -1.50177
C -0.57349 1.68344 0.41631
H 1.41992 -2.24942 0.49424
H -0.29386 0.07760 -1.81020
N -0.75847 -0.79153 -1.63212
C 0.25205 -0.52978 1.30657
C -0.07556 -1.86213 -0.97001
H -0.85636 3.59844 -0.50920
H 0.56275 3.39379 0.21026
H 0.78966 -0.75756 2.22983
H 1.03710 1.57169 1.69132
C 0.30113 0.97214 1.16096
H 1.67362 -0.94033 -0.52630
C 0.90800 -1.34844 0.13920
H -1.59382 1.30452 0.40506
H -1.36196 -1.08741 -2.38394
H -0.80082 -2.48941 -0.44845
H -0.75503 -0.94748 1.55166
```

Calculated values
Max |F| (eV/Å): 2.276
Net charge: 0
E_LUMO (eV): 1.23
Energy (eV): -8358.1743
Gap between HOMO and LUMO (eV): 8.792
SMILES: N/C=C/CCCN